(1)
Below is a cluster of 2 separate species, C6H14O in total, with properties calculated with ωB97M-V/def2-TZVPD.

Output
HOMO-LUMO gap, Ha: 0.3600
Energy above the lowest of the compared OMol25 structures with the same formula, charge and spin, kcal/mol: 46.5
SMILES string: C/C=C/CCC.O
Lowest unoccupied orbital energy, eV: 0.907

```
21
C6H14O (ωB97M-V/def2-TZVPD)
C -1.121 -2.276 1.961
C -0.765 -0.889 1.549
C -0.567 -0.490 0.289
C -0.034 0.871 -0.100
C -0.630 1.531 -1.332
C -0.248 0.828 -2.656
H -1.125 -2.975 1.118
H -0.343 -2.737 2.574
H -2.096 -2.332 2.445
H -0.505 -0.247 2.397
H -1.424 -0.758 -0.349
H 1.053 0.864 -0.208
H -0.272 1.523 0.752
H -0.227 2.552 -1.329
H -1.701 1.748 -1.328
H -0.394 -0.240 -2.490
H -1.057 1.053 -3.360
H 0.698 1.145 -3.077
O 3.715 0.332 0.710
H 4.057 0.753 1.500
H 2.984 -0.259 0.934
```


(2)
Below is a structure of composition C29H52F14Li3N3O25S12, with properties calculated with ωB97M-V/def2-TZVPD.

Output
HOMO-LUMO gap, Ha: 0.0688
Lowest unoccupied orbital energy, eV: -5.553

```
138
C29H52F14Li3N3O25S12 (ωB97M-V/def2-TZVPD)
Li -0.475 3.554 -1.396
Li -2.612 1.849 -3.385
Li 0.673 4.049 2.832
N 1.514 5.346 0.240
S 3.092 5.264 -0.250
O 4.081 5.132 0.774
O 3.439 5.877 -1.548
F 2.979 3.744 -0.703
S 1.544 6.905 0.308
O 1.261 7.533 -0.969
O 2.328 7.608 1.277
F 0.061 7.106 0.970
N 7.800 -2.247 2.870
S 6.375 -1.281 2.602
O 6.367 0.136 2.891
O 5.153 -2.070 2.548
F 6.783 -1.144 1.063
S 7.652 -1.971 4.361
O 6.602 -2.660 5.136
O 8.240 -0.765 4.925
F 8.839 -2.996 4.705
N -1.068 0.407 -1.094
S -1.732 -0.056 0.397
O -1.023 0.547 1.520
O -2.356 -1.351 0.399
F -3.036 0.823 0.205
S -0.382 -0.978 -1.303
O -1.094 -1.860 -2.240
O 0.367 -1.520 -0.184
F 0.800 -0.429 -2.266
C -1.264 -6.104 3.471
C -1.759 -7.324 2.688
C -3.019 -7.662 3.501
S -2.447 -7.689 5.245
O -2.037 -9.019 5.716
O -3.452 -6.974 6.069
C -0.941 -6.663 4.844
H -2.041 -5.359 3.643
H -0.429 -5.555 3.037
H -0.913 -8.007 2.612
H -2.004 -7.024 1.669
H -3.571 -8.586 3.327
H -3.786 -6.906 3.333
H -0.081 -7.305 4.654
H -0.763 -5.989 5.682
C 4.332 -8.520 -1.670
C 3.079 -7.992 -0.958
C 3.096 -6.485 -0.704
S 4.382 -5.790 -1.803
O 5.514 -5.444 -1.010
O 3.918 -4.932 -2.914
C 4.798 -7.417 -2.634
H 4.209 -9.421 -2.270
H 5.139 -8.719 -0.964
H 2.842 -8.503 -0.025
H 2.217 -8.252 -1.572
H 3.321 -6.184 0.319
H 2.118 -6.121 -1.018
H 5.855 -7.451 -2.898
H 4.221 -7.524 -3.552
C 0.429 -2.234 -9.206
C 0.684 -0.762 -9.665
C -0.627 0.067 -9.425
S -1.373 -0.724 -7.917
O -2.695 -1.222 -8.359
O -1.280 0.234 -6.795
C -0.130 -2.128 -7.833
H 1.350 -2.766 -9.443
H -0.290 -2.739 -9.851
H 0.860 -0.773 -10.740
H 1.601 -0.372 -9.223
H -1.447 -0.023 -10.137
H -0.454 1.120 -9.203
H -0.603 -3.062 -7.530
H 0.639 -1.815 -7.127
C -4.716 7.771 6.356
C -3.390 7.627 7.071
C -3.065 6.107 7.245
S -3.626 5.261 5.725
O -4.329 4.082 6.186
O -2.520 5.286 4.784
C -4.845 6.662 5.273
H -4.818 8.742 5.870
H -5.560 7.741 7.045
H -3.411 8.072 8.065
H -2.611 8.129 6.497
H -3.718 5.693 8.013
H -1.999 5.937 7.401
H -5.817 6.288 4.952
H -4.422 6.998 4.327
C 0.752 -0.622 8.795
C 1.542 -1.814 8.145
C 1.650 -1.417 6.655
S 2.259 0.333 6.655
O 1.751 1.193 5.579
O 3.686 0.326 6.913
C 1.336 0.701 8.187
H 0.975 -0.647 9.861
H -0.337 -0.582 8.811
H 1.082 -2.786 8.326
H 2.525 -1.925 8.603
H 0.643 -1.345 6.244
H 2.201 -2.112 6.021
H 0.464 1.307 7.941
H 2.007 1.324 8.779
C -9.435 4.048 0.692
C -9.358 2.812 -0.202
C -10.442 1.858 0.302
S -11.660 2.765 1.355
O -11.547 2.396 2.786
O -12.958 2.737 0.684
C -10.798 4.378 1.127
H -8.890 4.806 0.129
H -8.882 4.000 1.631
H -8.320 2.483 -0.158
H -9.613 3.177 -1.197
H -9.942 1.183 0.996
H -10.938 1.407 -0.558
H -10.956 5.035 1.981
H -11.408 4.784 0.320
C 5.851 2.719 -7.787
C 5.323 1.478 -7.008
C 5.981 1.302 -5.617
F 7.237 0.988 -5.788
F 5.905 2.460 -4.938
F 4.021 1.648 -6.822
F 5.402 0.349 -7.760
O 5.386 2.626 -9.138
C 4.511 3.716 -9.574
C 4.042 3.590 -11.046
F 3.043 4.423 -11.411
F 5.132 3.832 -11.764
F 3.368 3.851 -8.819
F 5.222 4.823 -9.414
H 6.939 2.793 -7.786
H 5.450 3.650 -7.386
H 5.590 0.536 -4.947
H 3.677 2.584 -11.256
```


(3)
Below is a structure of composition C32H30BrNOPtSb2, with properties calculated with ωB97M-V/def2-TZVPD.

Output
HOMO-LUMO gap (alpha / beta), Ha: 0.2342 / 0.1264
Net charge: +4
Energy above the lowest of the compared OMol25 structures with the same formula, charge and spin, kcal/mol: 0.0
Multiplicity: 5
Lowest unoccupied orbital energy (alpha / beta), eV: -11.362 / -14.679

```
68
C32H30BrNOPtSb2 (ωB97M-V/def2-TZVPD)
Pt 1.408 -3.254 0.143
O 6.394 -5.821 2.397
C 5.418 -5.186 1.824
C 5.552 -4.361 0.685
C 4.446 -3.752 0.169
N 3.212 -3.901 0.729
C 3.112 -4.705 1.815
Br 1.298 -4.815 2.382
C 4.133 -5.364 2.408
H 7.265 -5.697 1.979
H 6.515 -4.207 0.217
H 4.504 -3.121 -0.708
H 4.006 -6.001 3.273
C 0.518 1.417 1.387
C -0.949 1.226 1.762
C -1.260 -0.090 2.478
Sb -1.659 -1.995 1.530
C -3.615 -1.790 0.855
C -4.047 -2.269 -0.407
C -5.353 -2.105 -0.795
C -6.280 -1.550 0.104
C -5.886 -1.142 1.386
C -4.579 -1.299 1.775
C -0.592 -2.386 -0.343
C -0.543 -3.754 -0.774
C -0.289 -4.075 -2.125
C -0.111 -3.058 -3.075
C -0.179 -1.736 -2.686
C -0.393 -1.402 -1.336
Sb 1.115 3.342 0.583
C -0.074 5.002 0.915
C -1.369 4.973 1.451
C -2.060 6.154 1.596
C -1.466 7.362 1.239
C -0.172 7.393 0.733
C 0.533 6.220 0.576
C 1.392 2.980 -1.449
C 0.989 3.933 -2.384
C 1.238 3.717 -3.731
C 1.910 2.575 -4.140
C 2.338 1.636 -3.206
C 2.087 1.834 -1.859
H 0.854 0.701 0.634
H 1.150 1.276 2.266
H -1.628 1.394 0.923
H -1.203 1.982 2.508
H -2.222 0.001 2.990
H -0.525 -0.306 3.256
H -3.341 -2.734 -1.082
H -5.689 -2.414 -1.775
H -7.320 -1.467 -0.186
H -6.623 -0.732 2.063
H -4.290 -1.033 2.785
H -0.873 -4.555 -0.119
H -0.256 -5.115 -2.429
H 0.075 -3.319 -4.109
H -0.043 -0.943 -3.412
H -0.388 -0.355 -1.065
H -1.847 4.049 1.734
H -3.063 6.150 2.000
H -2.013 8.287 1.370
H 0.284 8.337 0.469
H 1.547 6.256 0.193
H 0.466 4.828 -2.075
H 0.921 4.449 -4.461
H 2.126 2.427 -5.190
H 2.909 0.776 -3.535
H 2.482 1.130 -1.125
```


E_tot values (in eV) by entry order: -8494.8773, -255241.3826, -123527.0812.